The following is a quantum chemistry calculation of C21H29O3RbS4Se2 as an isolated structure, from the Open Molecules 2025 dataset.

```
60
Properties=species:S:1:pos:R:3:forces:R:3:mulliken_charge:R:1
Rb -3.05628 0.08790 0.56580 -0.739 0.190 -1.572 0.710
C 2.55810 -0.14539 -1.72867 -0.009 -0.107 -0.147 -1.094
C 1.97637 -1.18383 -2.69139 0.099 0.130 -0.029 0.923
C 1.51135 -0.48313 -3.96526 0.146 -0.213 0.146 -1.998
C 0.87914 -1.95442 -1.98783 0.033 -0.048 -0.091 0.440
C 1.20649 -2.75710 -0.89781 -0.014 -0.029 0.024 -0.483
C 0.23372 -3.44190 -0.19464 0.082 0.045 -0.019 -0.719
C -1.10047 -3.38098 -0.58235 -0.010 -0.079 -0.086 0.838
C -2.15192 -4.12961 0.17445 -0.095 0.063 0.106 -1.310
C -1.42631 -2.59879 -1.68068 -0.153 -0.131 0.007 -1.016
C -0.45649 -1.87927 -2.35896 0.183 0.029 -0.084 -0.121
H 3.30490 0.47141 -2.22901 0.096 0.097 -0.030 0.493
H 3.02481 -0.61502 -0.86604 0.024 -0.032 0.133 0.269
H 1.76122 0.50009 -1.36365 0.007 0.059 0.052 0.003
H 2.77211 -1.89600 -2.95853 -0.084 0.054 0.024 0.357
H 0.77855 0.28323 -3.72682 -0.133 0.125 -0.045 0.348
H 1.06501 -1.18891 -4.66122 -0.107 -0.035 -0.121 0.443
H 2.35653 -0.00394 -4.45858 0.062 0.064 -0.023 0.479
H 2.24077 -2.84376 -0.58892 0.105 0.039 0.051 0.364
H 0.51104 -4.02198 0.67557 0.023 -0.094 0.072 0.244
H -2.37021 -3.60066 1.10229 -0.055 -0.025 0.109 0.189
H -1.81357 -5.13335 0.43025 0.003 -0.108 0.000 0.359
H -3.07020 -4.19567 -0.40479 -0.074 -0.049 -0.046 0.341
H -2.45143 -2.54027 -2.02836 -0.030 0.080 0.109 0.213
H -0.76902 -1.27193 -3.19395 -0.062 0.096 -0.072 0.366
C -1.40944 5.19645 -1.28965 0.138 -0.081 0.003 -0.999
Se -1.20702 3.25766 -1.41339 1.316 -0.005 -0.319 0.187
C 0.83616 3.51171 -1.68514 -0.571 -0.079 -0.034 -0.681
C 1.59192 3.84789 -0.42308 0.148 -0.070 0.300 -0.682
Se 1.68266 2.40930 0.92859 0.096 0.053 -0.238 -0.047
C 0.10623 2.82692 1.98306 -0.011 0.139 -0.097 -0.486
H -1.11862 5.63560 -2.24426 -0.020 0.052 0.026 0.201
H -0.78093 5.59364 -0.49283 0.001 0.044 0.006 0.254
H -2.45493 5.39307 -1.08028 -0.002 0.007 -0.026 0.451
H 0.99182 4.30089 -2.43135 -0.021 -0.036 0.007 0.430
H 1.19579 2.57250 -2.10521 -0.001 -0.023 -0.071 0.008
H 1.13951 4.69589 0.09323 0.122 0.095 -0.003 0.250
H 2.64197 4.09003 -0.63535 -0.115 0.026 0.134 0.418
H 0.28242 3.75958 2.51631 -0.107 -0.030 0.063 0.342
H -0.05675 2.00505 2.67699 0.001 -0.012 0.034 0.163
H -0.74611 2.91210 1.31006 0.057 0.022 0.102 0.050
S -3.83363 3.17561 -0.97207 -0.834 -0.088 0.619 -0.581
S -4.58292 2.51035 -2.75606 -0.156 -0.269 -0.434 -0.153
S -5.54909 0.68430 -2.53216 -0.821 0.990 0.243 -0.221
S -4.38550 -0.91311 -2.83007 0.853 -0.765 0.029 -0.572
O -0.69651 -2.03334 5.36613 -0.236 -0.050 0.097 -0.573
C 0.20859 -1.67596 4.40423 0.263 0.018 -0.197 1.180
C 1.57123 -1.78384 4.65247 -0.054 -0.006 0.052 -0.655
C 2.48829 -1.38257 3.69413 0.165 -0.078 0.023 -0.843
C 2.04951 -0.90321 2.47348 0.206 0.019 -0.155 -1.072
C 0.68940 -0.82310 2.22083 -0.069 -0.033 0.085 0.074
C -0.24482 -1.19006 3.17610 -0.396 -0.040 0.209 0.356
C -1.73641 -0.97998 2.86995 0.774 -0.362 0.895 -0.004
O -2.11186 0.20307 2.90182 0.238 0.839 0.705 -0.806
O -2.41611 -1.97479 2.59033 -0.259 -0.579 -0.289 -0.781
H -0.21467 -2.33033 6.14694 -0.045 0.073 -0.169 0.293
H 1.91204 -2.17889 5.60699 -0.008 0.047 -0.003 0.208
H 3.54806 -1.45266 3.90926 0.010 0.008 -0.020 0.360
H 2.76169 -0.57860 1.72482 -0.036 -0.014 -0.020 0.314
H 0.33380 -0.45784 1.26431 0.078 0.069 -0.028 0.976
```
Positions in Å, forces in eV/Å.

The total energy comes out at -7463.136026 a.u. As for the total charge: -2. Its gap between HOMO and LUMO is 4.413 eV. The calculation puts the energy relative to the best compared isomer or geometry (same formula, charge and spin) at 0.0 kJ/mol.